Here is a 8-piece molecular cluster, C34H60N2O25P overall at a distorted geometry from OMol25. Energies are from ωB97M-V/def2-TZVPD.

Geometry as XYZ:
```
122
Properties=species:S:1:pos:R:3:forces:R:3:lowdin_charge:R:1
C 8.2623 -1.3919 0.6849 0.89 -0.94 0.85 -0.10
O 7.9617 0.0006 0.7916 -0.78 -0.39 -0.33 -0.21
C 6.6083 0.2842 0.4886 -1.17 0.56 -0.08 -0.23
C 5.5756 -0.2597 1.5542 0.13 -0.74 -0.41 -0.18
C 4.3367 0.6833 1.8051 0.33 -1.52 0.33 -0.18
C 3.0975 -0.2650 2.1170 -0.08 0.90 0.36 -0.16
C 1.7192 0.5093 2.0639 2.07 0.26 1.50 -0.14
N 0.9033 0.1590 0.8425 -0.09 0.25 -0.69 -0.19
N 0.2335 1.3867 0.4298 -0.82 -0.06 -0.01 0.10
P -0.3898 -1.0371 1.1591 -4.56 -3.98 3.56 0.65
O -1.0426 -0.7803 2.4961 2.09 0.53 -3.05 -0.23
O 0.2041 -2.5999 1.1110 -0.62 3.24 -0.97 -0.11
O -1.6218 -0.9734 0.0016 4.35 0.98 0.53 -0.15
H 8.8636 -1.6688 -0.2112 -0.57 0.56 0.40 0.08
H 8.8911 -1.6490 1.5831 -0.55 0.18 -0.81 0.10
H 7.3758 -2.0685 0.7212 0.42 0.70 -0.10 0.09
H 6.4608 1.3972 0.4184 0.59 -0.90 0.17 0.13
H 6.3074 -0.1275 -0.5073 0.45 0.29 0.66 0.11
H 6.1100 -0.5518 2.4990 -0.52 0.58 -0.73 0.13
H 5.1771 -1.2325 1.1463 0.37 0.82 0.43 0.10
H 4.1662 1.3283 0.9104 0.02 -0.34 0.71 0.11
H 4.5534 1.2805 2.7297 -0.41 -0.12 -1.07 0.13
H 3.2266 -0.6122 3.1725 -0.16 0.00 -0.97 0.13
H 3.0788 -1.1728 1.4642 0.05 0.68 0.41 0.11
H 1.1842 0.3508 3.0267 -0.33 -0.12 -1.18 0.13
H 1.9320 1.6079 1.9942 -0.39 -1.02 -0.26 0.14
H 1.5244 -0.0944 0.0551 0.04 -0.02 0.53 0.19
H -0.5479 1.4824 1.1005 0.33 0.31 -0.29 0.12
H -0.1865 1.2201 -0.4892 0.08 0.17 0.20 0.11
H -0.5907 -3.1496 0.9238 0.38 -0.21 0.06 0.10
H -1.2187 -0.8381 -0.8795 -0.54 -0.37 -0.09 0.10
C -3.8768 -1.8932 1.3083 -0.11 -0.38 -0.67 -0.02
C -5.2563 -1.2825 1.2402 0.95 -0.25 0.32 -0.31
C -6.1946 -1.7464 2.3165 -0.39 0.09 0.10 -0.09
O -7.4738 -1.5735 1.6886 0.10 -0.07 -0.71 0.08
C -7.2759 -1.6938 0.3530 -0.36 -0.11 0.20 -0.57
O -8.1490 -1.7834 -0.4537 0.16 -0.03 -0.03 0.14
O -5.9487 -1.7001 0.0546 -0.47 0.07 -0.04 0.07
H -3.3137 -1.6810 0.3881 -0.86 -0.16 0.61 0.06
H -3.3211 -1.5076 2.1602 -0.11 0.05 0.03 0.07
H -3.9307 -2.9827 1.3948 -0.13 0.05 0.13 0.09
H -5.1814 -0.1892 1.2163 -0.13 -0.03 0.03 0.16
H -6.1246 -1.1566 3.2117 -0.37 0.16 -0.17 0.10
H -6.0755 -2.8026 2.5712 0.14 0.07 -0.07 0.15
C -5.4504 -4.8896 -3.3885 0.27 0.34 -0.06 -0.01
C -4.8573 -5.6766 -2.2425 -0.56 0.23 -0.86 -0.33
C -5.6977 -5.6829 -0.9981 -0.48 -0.25 0.12 -0.09
O -4.7152 -5.8849 0.0225 0.52 0.21 -0.06 0.07
C -3.5495 -5.3774 -0.4481 0.02 0.03 0.11 -0.56
O -2.5685 -5.2123 0.2143 -0.04 0.19 -0.08 0.13
O -3.6466 -5.0729 -1.7669 0.19 -0.14 0.59 0.08
H -4.7115 -4.7525 -4.1800 -0.07 -0.17 -0.01 0.09
H -6.3199 -5.4006 -3.8034 0.06 -0.04 0.05 0.10
H -5.7546 -3.8913 -3.0645 -0.04 -0.09 0.09 0.09
H -4.6162 -6.6929 -2.5707 0.01 0.01 0.13 0.16
H -6.4364 -6.4830 -0.9905 0.15 -0.04 0.19 0.15
H -6.2000 -4.7294 -0.8092 0.07 0.01 -0.16 0.14
C 10.5482 -3.8930 -4.0226 0.13 0.10 0.37 -0.02
C 9.1509 -3.3227 -4.1069 0.84 -0.58 -0.15 -0.34
C 8.9876 -2.2339 -5.1293 -0.06 -0.01 -0.52 -0.10
O 7.8938 -1.4841 -4.5936 -0.03 -0.02 0.45 0.07
C 7.9198 -1.6597 -3.2479 -0.02 0.12 0.03 -0.54
O 7.2635 -1.0348 -2.4747 -0.03 -0.07 -0.06 0.15
O 8.7949 -2.6375 -2.8996 -0.45 0.38 -0.09 0.08
H 10.6508 -4.5224 -3.1370 -0.08 -0.08 -0.12 0.09
H 10.7802 -4.4885 -4.9063 -0.08 0.02 0.02 0.09
H 11.2928 -3.0989 -3.9321 -0.09 0.02 -0.07 0.09
H 8.4257 -4.1291 -4.2589 -0.05 0.11 -0.03 0.16
H 8.7478 -2.6171 -6.1202 -0.17 0.14 0.07 0.14
H 9.8558 -1.5728 -5.2012 0.04 -0.13 0.09 0.14
C -6.9805 1.1958 -1.5269 0.29 0.19 0.16 -0.02
C -7.6880 2.0650 -2.5394 0.22 -0.63 0.73 -0.33
C -7.6707 1.5244 -3.9409 -0.34 -0.32 -0.27 -0.10
O -7.7841 2.7165 -4.7217 0.19 0.26 0.21 0.07
C -7.2494 3.7232 -3.9807 0.03 0.26 -0.09 -0.54
O -7.0147 4.8134 -4.3941 -0.03 -0.20 0.07 0.16
O -7.0139 3.3173 -2.7059 -0.12 0.16 -0.47 0.09
H -6.8519 1.7354 -0.5858 -0.16 -0.02 -0.02 0.09
H -7.5420 0.2817 -1.3358 -0.04 0.07 -0.10 0.07
H -5.9795 0.9237 -1.8724 -0.08 0.00 -0.10 0.09
H -8.7083 2.2767 -2.2038 0.01 0.00 -0.12 0.17
H -8.4992 0.8469 -4.1426 -0.01 0.17 -0.14 0.14
H -6.7307 1.0293 -4.2032 0.00 0.01 0.17 0.14
C -6.5365 -0.2442 8.4898 -0.09 -0.39 0.00 -0.02
C -5.6020 -0.0524 7.3175 -0.48 0.11 0.89 -0.33
C -6.1634 0.7962 6.2119 -0.09 0.54 -0.01 -0.09
O -5.4480 0.3092 5.0716 0.11 -0.40 -0.08 0.06
C -5.1190 -0.9823 5.3385 0.23 -0.28 0.30 -0.54
O -4.6794 -1.7430 4.5316 0.29 0.15 0.45 0.14
O -5.3621 -1.2902 6.6354 0.19 0.15 -0.66 0.10
H -6.1600 -1.0235 9.1540 0.08 0.14 0.02 0.09
H -6.6445 0.6807 9.0576 0.07 -0.01 -0.05 0.09
H -7.5257 -0.5659 8.1562 0.06 0.07 -0.06 0.09
H -4.6364 0.3284 7.6664 -0.02 0.01 -0.12 0.16
H -5.9809 1.8596 6.3604 0.11 -0.06 -0.20 0.14
H -7.2318 0.6363 6.0424 0.05 -0.08 0.14 0.14
C 10.0246 2.2327 2.5094 0.15 0.32 -0.08 -0.02
C 10.6813 1.4172 3.5988 -0.45 0.37 -0.79 -0.34
C 9.9192 1.3882 4.8938 -0.31 -0.30 0.23 -0.11
O 10.9561 1.1558 5.8466 0.14 0.11 -0.15 0.06
C 12.1009 1.6678 5.3147 0.45 0.11 0.20 -0.55
O 13.1159 1.8063 5.9137 -0.16 -0.03 -0.06 0.17
O 11.9219 2.0009 4.0079 -0.03 -0.22 0.43 0.09
H 10.7137 2.3822 1.6764 -0.07 -0.15 -0.01 0.09
H 9.1268 1.7364 2.1379 0.10 -0.09 0.00 0.07
H 9.7500 3.2268 2.8713 0.04 -0.07 0.10 0.09
H 10.8925 0.4062 3.2340 -0.03 -0.01 0.11 0.16
H 9.1753 0.5926 4.9284 0.14 -0.04 0.16 0.14
H 9.4373 2.3408 5.1341 0.04 0.02 -0.18 0.14
C -5.4936 6.6521 -6.5546 -0.17 0.31 0.33 -0.02
C -4.0396 7.0621 -6.5123 -0.96 -0.30 -0.34 -0.34
C -3.1336 6.0456 -5.8786 0.27 -0.38 -0.15 -0.11
O -2.0624 6.8582 -5.3959 -0.09 0.19 0.07 0.06
C -2.5845 8.0934 -5.1555 0.03 0.40 0.19 -0.55
O -2.0144 8.9616 -4.5786 -0.02 -0.16 -0.05 0.16
O -3.8424 8.1952 -5.6591 0.57 -0.11 0.12 0.09
H -6.1221 7.5000 -6.8331 0.09 -0.05 -0.15 0.09
H -5.6516 5.8462 -7.2729 0.06 0.03 0.00 0.09
H -5.8364 6.3161 -5.5741 0.12 -0.01 -0.14 0.06
H -3.6965 7.3369 -7.5157 0.13 -0.03 0.08 0.16
H -2.7685 5.3040 -6.5888 0.17 0.11 0.06 0.14
H -3.5889 5.5326 -5.0259 -0.17 0.09 -0.09 0.14
```
Forces are in eV/Å.

Output
**Total charge**: +1
**E_LUMO**: -3.89 eV
**HOMO energy**: -11.728 eV
**Orbital gap**: 7.84 eV
**E_tot**: -3663.25986 Eh
**2S+1**: 1